Density functional theory data (ωB97M-V with the def2-TZVPD basis set) for a cluster of 2 separate species, C7H13O2Si in total.

Values from the calculation:
- HOMO: -2.33 eV
- Total charge: -1
- Relative energy (zero: lowest compared OMol25 entry of this formula, charge and spin): 1.268 eV
- E_tot: -714.48531 Ha

Geometry as XYZ:
```
23
Properties=species:S:1:pos:R:3:forces:R:3:nbo_charge:R:1
C -1.621364 -2.912338 -0.505076 -0.730 0.501 -1.118 -0.636
C -1.077961 -1.768718 -0.023006 1.163 -0.561 0.668 -0.176
C -2.864957 0.811555 0.103163 -0.867 0.536 -2.245 1.051
C 2.625921 0.255700 -0.598337 -0.112 -2.390 0.385 -1.112
C 0.374347 2.252248 -0.581803 0.041 0.816 4.579 -1.119
C 1.011030 0.196050 1.757674 1.505 0.356 -1.150 -1.112
C -0.657867 -0.627402 -0.753335 0.317 0.528 -1.124 -1.069
O -2.750705 0.855845 1.232112 1.165 -0.440 3.807 -0.557
O -3.337445 1.020562 -0.933153 -0.056 -0.237 -1.707 -0.570
Si 0.714864 0.396959 -0.092278 1.227 0.771 -0.618 1.619
H -1.942252 -3.729141 0.128665 -0.014 -0.011 -0.114 0.177
H -1.903338 -2.867637 -1.593088 0.188 -0.541 1.091 0.166
H -0.764764 -1.762015 1.041482 -0.488 -0.042 -0.354 0.171
H 2.969069 0.560753 -1.615209 -0.089 0.159 1.003 0.215
H 3.203494 0.586630 0.293636 -0.124 0.821 -0.970 0.211
H 2.902323 -0.850186 -0.492265 -0.509 0.928 -0.579 0.208
H 1.080321 2.902308 -1.046869 0.355 0.022 -0.901 0.218
H -0.515235 1.990875 -1.005156 -2.312 0.042 -2.657 0.234
H -0.103279 2.932238 0.278859 1.280 -1.477 -1.113 0.205
H 0.135490 0.443851 2.273725 -1.098 0.243 1.295 0.230
H 1.445848 -0.745761 2.012043 -0.439 -1.232 0.163 0.223
H 1.884308 0.813079 2.007319 -0.605 0.687 0.059 0.217
H -0.807843 -0.755463 -1.889093 0.204 0.521 1.600 0.208
```
Positions in Å, forces in eV/Å.

***

Density functional theory data (ωB97M-V with the def2-TZVPD basis set) for a cluster of 2 separate species, C3H10NOS2 in total.

Values from the calculation:
- HOMO: -2.58 eV
- Total charge: -1
- Relative energy (zero: lowest compared OMol25 entry of this formula, charge and spin): 2.412 eV
- E_tot: -1046.64688 Ha

Geometry as XYZ:
```
17
Properties=species:S:1:pos:R:3:forces:R:3:nbo_charge:R:1
C 0.565223 0.409178 2.955247 0.053 -0.096 0.074 -0.754
S -0.358038 1.569981 1.928033 0.226 0.050 -0.151 0.050
S 1.069979 2.040030 0.500099 -0.140 0.043 0.123 -0.021
H 0.981699 -0.378433 2.333000 -0.005 -0.049 -0.048 0.229
H -0.121887 -0.029466 3.678680 -0.103 -0.011 -0.004 0.209
H 1.368438 0.904272 3.497487 0.033 0.077 -0.016 0.201
H 1.629251 3.035270 1.231327 -0.036 0.001 0.010 0.065
C -0.600924 -1.771005 -0.952031 0.253 -0.014 -0.147 -0.426
N -0.985649 -1.049134 -2.160807 0.209 0.287 0.077 -0.691
C -0.467762 0.387734 -2.071296 -0.222 -0.259 -0.171 0.130
O 0.844428 0.516021 -1.938773 -0.117 -0.041 0.072 -0.945
H 0.488929 -1.855370 -0.830628 -0.041 0.025 0.006 0.175
H -1.030852 -2.779245 -0.947241 -0.052 0.047 0.061 0.158
H -0.966808 -1.215009 -0.085070 -0.142 -0.057 0.047 0.177
H -0.423458 -1.429916 -2.919606 -0.064 -0.084 -0.012 0.325
H -1.088374 0.789951 -1.224924 0.066 0.097 0.057 0.052
H -0.904202 0.855147 -2.993498 0.084 -0.016 0.022 0.066
```
Positions in Å, forces in eV/Å.

***

Density functional theory data (ωB97M-V with the def2-TZVPD basis set) for a cluster of 4 separate species, C32H72F4N2O8P2S4 in total.

Values from the calculation:
- HOMO: -7.88 eV
- Relative energy (zero: lowest compared OMol25 entry of this formula, charge and spin): 0.000 eV
- E_tot: -4648.75803 Ha

Geometry as XYZ:
```
124
Properties=species:S:1:pos:R:3:forces:R:3:mulliken_charge:R:1
C -5.325300 -4.016806 -3.856773 0.301 -0.167 -0.856 -1.171
C -4.570473 -4.943953 -2.917171 -0.317 -0.665 0.678 -0.849
C -3.174208 -4.448701 -2.503238 -0.882 -0.072 -0.671 -0.357
C -3.285716 -3.254615 -1.551741 0.594 0.211 -0.232 -0.919
P -1.738241 -2.810131 -0.679215 -0.650 -0.155 0.247 0.818
C -0.615549 -2.477273 -2.026451 0.730 -0.168 -0.217 -0.768
C -0.919566 -1.221747 -2.842455 0.024 -0.192 -0.304 0.053
C -0.068438 -1.189801 -4.121306 -0.116 -0.039 0.087 -1.109
C 1.431548 -1.089377 -3.887147 0.053 -0.502 -0.961 -0.844
C -2.152402 -1.310241 0.283052 0.372 0.054 -0.739 0.041
C -3.029303 -1.357356 1.543752 0.202 0.630 -0.911 -0.317
C -4.490958 -1.688114 1.297091 -0.603 0.052 0.246 -0.293
C -5.367013 -1.291151 2.481817 -0.349 -0.502 0.490 -1.568
C -1.183873 -4.253533 0.250065 0.844 -0.697 -0.254 -1.439
C -1.851067 -4.587536 1.591395 -0.793 1.149 -0.802 0.030
C -1.606997 -5.986905 2.084893 0.573 -0.978 0.007 -0.803
C -0.153549 -6.287089 2.430708 0.434 0.235 1.227 -1.199
H -6.374253 -4.273870 -4.001210 -0.084 0.034 0.507 0.390
H -4.930747 -4.129345 -4.872831 0.270 0.202 0.100 0.312
H -5.228073 -2.964592 -3.590044 -0.191 0.004 0.106 0.292
H -4.458604 -5.934189 -3.365097 -0.002 0.099 -0.222 0.423
H -5.167829 -5.145364 -2.020265 0.038 0.172 0.064 0.362
H -2.754523 -4.108164 -3.455484 0.522 0.028 0.253 0.152
H -2.577403 -5.289709 -2.153746 0.000 0.094 0.223 0.493
H -4.092140 -3.293591 -0.822187 -0.067 -0.395 -0.084 0.686
H -3.510291 -2.425382 -2.227213 -0.026 0.368 0.454 0.483
H -0.594492 -3.392370 -2.632703 -0.446 0.087 -0.141 0.828
H 0.427064 -2.452232 -1.709378 -0.104 0.179 0.431 -0.236
H -0.721865 -0.362494 -2.196816 0.070 0.140 -0.136 -0.161
H -1.962773 -1.146823 -3.166254 -0.097 -0.157 0.253 0.315
H -0.442902 -0.372388 -4.745050 0.179 0.105 0.045 0.376
H -0.283757 -2.101322 -4.690025 -0.052 -0.007 0.029 0.428
H 1.690068 -0.194792 -3.330162 0.295 -0.216 0.219 -0.070
H 1.965046 -1.077247 -4.841957 -0.159 0.524 -0.059 0.546
H 1.864279 -2.010373 -3.491767 -0.145 0.265 0.767 0.407
H -2.613287 -0.697152 -0.504246 -0.225 0.029 0.154 0.888
H -1.208117 -0.804716 0.486439 0.107 -0.228 0.154 -0.802
H -3.030660 -0.312546 1.874621 0.118 -0.075 0.267 0.104
H -2.505200 -1.930223 2.302497 -0.422 -0.149 0.154 0.345
H -4.677449 -2.730529 1.028218 0.188 -0.125 0.328 0.205
H -4.898120 -1.134814 0.442810 0.436 0.136 -0.137 0.373
H -6.409429 -1.557845 2.295683 0.001 0.127 -0.087 0.440
H -5.332689 -0.227085 2.721451 0.118 0.058 -0.254 0.312
H -5.106779 -1.812907 3.407061 0.218 -0.063 -0.107 0.336
H -0.094041 -4.221540 0.353312 -0.027 0.462 0.124 0.841
H -1.290019 -5.077715 -0.469212 -0.318 0.001 0.078 0.876
H -2.925598 -4.399814 1.456080 -0.063 -0.294 0.155 0.052
H -1.536106 -3.813457 2.292804 0.212 -0.367 0.263 0.090
H -1.912946 -6.759146 1.369181 -0.353 0.338 -0.177 0.322
H -2.197599 -6.165633 2.985635 -0.086 0.127 -0.030 0.348
H 0.576125 -6.336239 1.623903 -0.258 0.215 -0.248 0.309
H -0.050827 -7.220595 2.990387 -0.257 -0.170 -0.277 0.419
H 0.188939 -5.545791 3.162292 0.189 0.150 -0.315 0.283
C -3.657180 3.736141 2.899443 -0.518 0.591 0.117 -1.391
C -2.321511 3.158855 3.396462 -0.588 -0.586 0.042 -0.531
C -1.396604 2.733874 2.260758 -0.166 0.285 -0.409 -0.513
C 0.072829 2.620675 2.696967 -0.182 -0.125 0.318 -0.949
P 1.254576 2.959923 1.387813 0.263 0.056 -1.049 0.723
C 2.865873 2.183428 1.624842 -0.716 -0.916 -0.044 -0.006
C 3.472723 2.299657 3.014143 1.076 0.735 0.486 -0.893
C 4.451716 3.471100 3.170086 -0.362 0.941 0.002 -0.256
C 5.725840 3.327850 2.349343 1.472 0.374 0.206 -1.344
C 0.628618 2.268457 -0.175572 0.106 0.436 0.593 0.138
C 1.299292 2.916381 -1.392146 -0.655 0.698 -0.038 -1.143
C 0.657711 2.490470 -2.711248 0.057 -0.659 -0.275 0.818
C 1.582725 2.701245 -3.897699 1.335 -0.147 0.120 -1.489
C 1.468236 4.755074 1.274834 -0.188 -0.007 1.303 -1.462
C 0.237459 5.660578 1.289342 -0.245 0.244 -0.494 -0.334
C 0.669600 7.123283 1.295433 0.874 0.191 -0.867 -0.603
C -0.458496 8.134981 1.212842 0.058 0.084 -0.055 -1.349
H -3.815911 4.656486 3.465010 -0.216 0.114 -0.274 0.317
H -4.588380 3.179875 3.027737 0.408 -0.551 0.350 0.302
H -3.687954 3.984790 1.835074 0.454 0.137 0.038 0.369
H -2.497925 2.328195 4.085383 0.047 -0.035 -0.049 0.509
H -1.852678 3.931220 4.008071 0.273 -0.001 -0.161 0.411
H -1.568656 3.472714 1.469666 0.490 0.138 0.043 0.409
H -1.704814 1.803265 1.776247 -0.118 -0.139 0.313 -0.058
H 0.278782 1.625860 3.104488 0.088 -0.009 -0.065 0.679
H 0.253568 3.332800 3.507032 0.169 0.010 -0.032 0.761
H 3.478153 2.453666 0.760723 0.279 0.307 0.291 0.829
H 2.632820 1.126938 1.432405 -0.023 -0.005 0.106 -0.556
H 4.090262 1.436459 3.265845 -0.417 -0.405 -0.300 0.446
H 2.703617 2.355280 3.787001 -0.112 -0.076 -0.083 0.383
H 4.663020 3.672821 4.223560 0.237 -0.588 0.062 0.544
H 4.000853 4.440357 2.914201 -0.302 -0.249 -0.378 0.018
H 6.622135 3.066672 2.925033 -0.428 -0.383 0.402 0.334
H 6.068364 4.293036 1.965023 -0.425 -0.040 -0.390 0.380
H 5.734449 2.594799 1.542358 -0.481 0.115 -0.104 0.310
H -0.444812 2.466975 -0.175776 -0.043 -0.148 -0.200 0.594
H 0.804437 1.192464 -0.066995 -0.078 -0.045 -0.354 -0.275
H 2.375637 2.739477 -1.390747 -0.008 -0.155 -0.132 0.289
H 1.136024 3.998643 -1.327020 0.321 0.022 0.168 0.325
H -0.287905 2.987234 -2.945240 -0.051 0.171 0.588 0.552
H 0.420789 1.433485 -2.565563 -0.033 -0.094 -0.505 -0.865
H 1.135246 2.645142 -4.887010 -0.289 -0.067 0.126 0.392
H 2.412251 1.985504 -3.870256 -0.228 -0.226 -0.072 0.355
H 2.133150 3.647060 -3.833090 -0.452 0.239 0.022 0.376
H 2.178625 5.033730 0.497995 -0.028 -0.176 -0.104 0.679
H 1.959345 4.944202 2.240762 0.304 0.062 -0.174 0.484
H -0.436115 5.460832 2.127181 0.172 -0.159 0.098 0.077
H -0.356743 5.518153 0.379580 -0.045 -0.121 0.045 0.410
H 1.284041 7.272037 0.394504 -0.191 -0.142 -0.123 0.358
H 1.425991 7.350276 2.054329 -0.496 -0.112 0.511 0.427
H -1.139330 7.867080 0.401704 -0.104 -0.086 0.122 0.331
H -0.054113 9.109220 0.936946 -0.033 0.065 0.211 0.406
H -1.022697 8.235894 2.139838 -0.034 -0.039 -0.013 0.320
N 0.949234 -1.697587 0.693179 2.725 -0.156 -0.488 0.396
S 1.311073 -1.825187 2.199599 -2.847 -1.204 4.239 0.667
O 1.740497 -0.674275 2.943463 0.391 0.154 -0.833 -0.554
O 1.739182 -3.129509 2.604083 0.654 0.410 -0.282 -0.610
F -0.256611 -1.901172 2.729923 0.129 0.387 -0.446 -0.323
S 2.487039 -1.981741 0.059911 0.347 1.165 -3.207 0.524
O 2.458640 -3.020182 -0.910183 -0.617 -0.177 0.439 -0.590
O 3.653351 -1.793557 0.848087 -0.820 -0.125 0.908 -0.576
F 2.462401 -0.634285 -0.806079 -0.040 0.001 -0.154 -0.044
N 6.079027 -2.678795 -4.027259 0.234 0.061 2.394 -0.422
S 5.793125 -1.143892 -3.925298 -0.489 1.806 -1.682 0.989
O 6.919476 -0.388475 -3.458328 -0.454 0.134 0.042 -0.616
O 4.462202 -0.726108 -3.562255 0.419 -0.207 0.543 -0.373
F 5.713486 -0.864681 -5.506269 0.518 -0.177 0.148 -0.307
S 6.122991 -3.230175 -2.481258 -1.083 -2.983 -1.319 1.062
O 5.602433 -2.457805 -1.402514 0.403 0.824 -0.330 -0.404
O 7.221601 -4.110725 -2.246504 0.345 0.696 -0.134 -0.644
F 4.932017 -4.290140 -2.737946 -0.042 -0.019 0.340 -0.283
```
Positions in Å, forces in eV/Å.

***

Density functional theory data (ωB97M-V with the def2-TZVPD basis set) for a structure of composition AgH12O6.

Values from the calculation:
- HOMO (alpha / beta): -17.49 / -17.14 eV
- Total charge: +2
- Relative energy (zero: lowest compared OMol25 entry of this formula, charge and spin): 0.412 eV
- ⟨S²⟩: 0.751
- Spin multiplicity: 2
- E_tot: -604.76725 Ha

Geometry as XYZ:
```
19
Properties=species:S:1:pos:R:3:forces:R:3:nbo_charge:R:1
Ag -0.074211 0.061579 -0.095000 -0.330 0.675 -0.474 1.483
O -1.291211 1.253579 -1.163000 -4.155 1.376 -2.164 -0.972
H -1.418211 2.186579 -1.087000 0.351 1.577 -0.206 0.512
H -2.233211 0.990579 -1.052000 0.586 -0.112 -0.439 0.508
O 1.142789 -0.933421 1.229000 1.106 -4.269 0.408 -1.000
H 1.249789 -1.908421 0.995000 0.188 1.701 0.571 0.521
H 1.669789 -0.792421 1.979000 1.494 0.199 1.925 0.515
O -0.197211 1.322579 1.257000 -0.657 3.451 4.849 -0.927
H -0.396211 0.923579 2.129000 0.112 0.866 -0.221 0.537
H 0.142789 2.223579 1.339000 -0.087 0.055 0.308 0.542
O -1.484211 -1.020421 0.732000 -4.173 -4.031 2.296 -0.988
H -2.303211 -1.444421 0.366000 0.657 0.546 0.490 0.533
H -1.201211 -1.639421 1.447000 -0.379 0.522 -0.463 0.527
O 0.236789 -1.275421 -1.312000 1.446 -5.467 -5.850 -0.929
H -0.220211 -2.095421 -1.573000 -0.376 0.120 0.473 0.537
H 0.790789 -1.146421 -2.114000 -0.105 0.240 0.598 0.534
O 1.504789 0.914579 -0.884000 5.201 2.888 -2.602 -0.985
H 1.865789 1.001579 -1.796000 -0.558 -0.037 0.366 0.527
H 2.215789 1.377579 -0.397000 -0.321 -0.301 0.134 0.526
```
Positions in Å, forces in eV/Å.

***

Density functional theory data (ωB97M-V with the def2-TZVPD basis set) for a structure of composition C7H12.

Values from the calculation:
- HOMO: -7.99 eV
- Relative energy (zero: lowest compared OMol25 entry of this formula, charge and spin): 3.777 eV
- E_tot: -273.76975 Ha

Geometry as XYZ:
```
19
Properties=species:S:1:pos:R:3:forces:R:3:nbo_charge:R:1
C -2.492049 -0.278637 -0.705937 0.008 -0.061 -0.023 -0.601
C -1.422721 0.436536 0.114862 0.059 -0.022 -0.011 -0.440
C -0.263422 -0.419013 0.543383 1.422 -0.356 -2.307 -0.179
C 1.131469 -0.939890 -0.729313 0.051 0.813 -0.127 -0.405
C 1.981093 -0.224491 0.267580 0.467 0.059 -0.014 -0.251
C 1.639210 1.223379 0.395519 0.068 0.151 0.026 -0.420
C 0.904562 0.209616 1.236394 0.139 -0.232 0.227 -0.259
H -3.311254 0.398825 -0.974160 0.153 -0.123 0.069 0.210
H -2.911966 -1.121440 -0.145639 0.051 0.124 -0.092 0.206
H -2.071553 -0.674293 -1.638864 -0.036 0.059 0.149 0.202
H -1.052736 1.323940 -0.425531 -0.160 -0.176 0.079 0.194
H -1.864301 0.834999 1.044132 0.048 -0.101 -0.162 0.217
H -0.122507 -1.441090 0.185030 -1.556 -0.835 1.850 0.265
H 1.034435 -0.523830 -1.729513 0.106 0.173 -0.008 0.201
H 1.360062 -2.028878 -0.804722 -0.711 0.668 0.290 0.207
H 2.956499 -0.591467 0.561016 0.022 0.085 0.000 0.214
H 2.370120 1.837103 0.915078 -0.144 -0.115 -0.014 0.220
H 1.138170 1.732474 -0.428993 0.057 -0.178 0.193 0.205
H 0.996890 0.246153 2.319678 -0.046 0.066 -0.123 0.215
```
Positions in Å, forces in eV/Å.